DFT (ωB97M-V/def2-TZVPD) results for a structure of composition C14H27CeN3O5S in a non-equilibrium geometry.

Properties
Net charge: +4
Gap between HOMO and LUMO: 4.4 eV
ΔE to the lowest compared entry with this formula, charge and spin: 325.29 kJ/mol

Last column: Mulliken charge in e.
CARTESIAN COORDINATES (ANGSTROEM)
Ce  -0.41705  0.07859  -0.73854  1.522
C  -0.52428  -2.72584  -2.54743  -0.811
C  0.48203  -3.18693  -1.49686  -0.475
O  0.54313  -2.18239  -0.40860  -0.175
C  1.63734  -2.27750  0.60449  -0.646
C  2.55330  -1.13873  0.34768  -0.353
O  1.84879  0.11645  0.60765  -0.199
C  2.52912  1.29532  0.18401  -0.495
C  1.70745  2.55115  0.21474  -0.671
O  0.49815  2.41570  -0.71352  -0.238
C  0.58737  3.10100  -2.03563  -0.459
C  -0.82094  2.93130  -2.66562  -0.599
O  -1.15949  1.47547  -2.74069  -0.214
C  -0.96356  0.78817  -3.98790  -0.511
C  -1.17051  -0.70835  -3.79527  -0.789
O  -0.12462  -1.36449  -2.89565  -0.335
H  -1.56273  -2.71960  -2.21376  0.450
H  -0.45359  -3.38531  -3.36597  0.516
H  1.48014  -3.20699  -1.99713  0.433
H  0.18190  -4.16953  -1.06788  0.423
H  2.16574  -3.28181  0.59072  0.490
H  1.03679  -2.14627  1.52594  0.267
H  2.82681  -1.07378  -0.74064  0.348
H  3.41690  -1.32615  1.08496  0.432
H  3.01072  1.18403  -0.82731  0.429
H  3.23648  1.53821  0.97025  0.414
H  2.23735  3.38357  -0.25611  0.487
H  1.31703  2.87517  1.18771  0.387
H  1.24857  2.49781  -2.66459  0.285
H  0.85194  4.10051  -1.87312  0.506
H  -0.80040  3.23347  -3.67646  0.530
H  -1.57643  3.43724  -2.04314  0.303
H  0.06732  1.00428  -4.28762  0.477
H  -1.60321  1.20001  -4.78488  0.468
H  -1.02737  -1.33685  -4.65793  0.424
H  -2.14528  -0.96246  -3.22687  0.469
C  0.14473  -0.76647  5.85947  -0.931
C  -1.16815  -0.08926  5.33937  -0.365
C  -1.41334  -0.16238  3.79380  0.244
N  -0.43746  0.00222  2.90742  -0.577
N  -0.97918  0.29561  1.62719  0.350
C  -2.31619  0.23925  1.65762  0.209
N  -2.89725  0.33821  0.30819  -0.513
S  -3.05659  -0.06837  3.20229  0.096
H  0.52156  -0.11714  6.65018  0.330
H  0.86807  -0.89508  5.05934  0.253
H  -0.13403  -1.78246  6.22485  0.310
H  -1.22159  0.93094  5.68004  0.358
H  -2.04610  -0.71728  5.67891  0.386
H  -3.41934  1.22801  0.26681  0.366
H  -3.56003  -0.45032  0.13550  0.397